# 1
{
  "formula": "C6H15N3O2",
  "method": "ωB97M-V with the def2-TZVPD basis set",
  "de_lowest_kcal_mol": 59.70,
  "smiles": "[H]/N=C(\\N)NCC.CCC(=O)O",
  "multiplicity": 1,
  "orbital_gap_ha": 0.344,
  "total_energy_ha": -552.26649,
  "species": ["C", "C", "C", "N", "N", "N", "H", "H", "H", "H", "H", "H", "H", "H", "H", "H", "C", "C", "C", "O", "O", "H", "H", "H", "H", "H"],
  "positions_angstrom": [[0.8716, -0.4992, 1.0372], [1.8995, -1.0371, 2.0525], [-1.5851, -0.4528, 1.2233], [-0.4508, -1.0784, 0.9649], [-1.9251, 0.5046, 0.3722], [-2.1586, -0.5643, 2.4049], [0.5028, 0.5462, 1.3683], [1.2199, -0.7513, -0.0479], [2.9102, -0.8155, 1.7315], [1.9429, -2.1225, 2.0210], [-0.5261, -2.1257, 0.9885], [-1.3394, 2.3255, -0.6801], [-2.8420, 0.8677, 0.6828], [-1.6607, -0.9187, 3.2462], [-2.9484, -0.1852, 2.7029], [1.8825, -0.7480, 3.0542], [-0.1357, 0.6099, -2.2857], [1.1357, -0.0846, -2.7582], [0.0362, 2.0427, -1.8367], [0.6413, 2.8346, -2.5276], [-0.4310, 2.3697, -0.6065], [-0.9021, 0.2188, -3.0632], [-0.4330, 0.1096, -1.2892], [1.9482, -0.2478, -2.0751], [1.5959, 0.2694, -3.6319], [0.7513, -1.0677, -3.0483]]
}


# 2
{
  "formula": "C3H14N2O2",
  "method": "ωB97M-V with the def2-TZVPD basis set",
  "de_lowest_kcal_mol": 44.55,
  "smiles": "NCCCN.O.O",
  "multiplicity": 1,
  "orbital_gap_ha": 0.349,
  "total_energy_ha": -382.62877,
  "species": ["N", "C", "C", "C", "N", "H", "H", "H", "H", "H", "H", "H", "H", "H", "H", "H", "H", "O", "H", "H", "O"],
  "positions_angstrom": [[-2.6093, 0.0883, 0.3342], [-1.4174, 0.9174, 0.0362], [-0.2377, 0.4896, 1.0140], [1.0584, 1.2588, 0.7494], [2.3429, 0.4757, 0.8671], [-2.9416, -0.2433, -0.6113], [-2.3802, -0.3432, 1.2107], [-1.1382, 0.9219, -1.0475], [-1.6060, 2.0378, 0.1739], [-0.0151, -0.5572, 0.9050], [-0.5356, 0.7678, 1.9651], [0.9159, 1.5619, -0.2989], [1.0843, 2.1607, 1.3903], [2.2285, -0.4265, 1.2463], [2.9220, 1.0786, 1.4786], [0.0126, -2.7724, -0.6277], [-0.8497, -2.0177, -1.5844], [-0.8764, -2.7431, -0.9792], [1.9489, -0.9044, -2.5172], [1.0349, -0.6670, -1.4330], [1.0589, -1.0837, -2.2716]]
}